1.
Below is an isolated molecule of C5H7F in a non-equilibrium geometry, with properties calculated with ωB97M-V with the def2-TZVPD basis set.

XYZ file:
```
13
C5H7F | the Open Molecules 2025 dataset | ωB97M-V with the def2-TZVPD basis set
H 0.231 0.951 -2.343
H -1.987 -0.716 2.306
H -1.588 1.095 1.862
H 2.329 0.568 -0.821
C 0.275 0.107 -1.530
H -0.676 -1.550 0.640
C -1.394 0.021 1.798
C -0.651 -0.471 0.860
C 0.233 0.380 -0.105
C 1.518 -0.112 -0.673
H 1.689 -1.165 -0.563
F 0.360 1.670 0.197
H -0.338 -0.777 -1.628
```

Results
SMILES   C=CC1(F)CC1
Relative energy (zero: lowest compared OMol25 entry of this formula, charge and spin)   149.7 kJ/mol
E_LUMO   1.13 eV
E_tot   -8013.659 eV
Largest force on an atom   3.69 eV Å⁻¹

In elementary charge units, the Löwdin charges are:
1 H 0.1544
2 H 0.0547
3 H 0.0767
4 H 0.1041
5 C -0.0795
6 H 0.1147
7 C 0.0026
8 C -0.0862
9 C -0.5416
10 C -0.0466
11 H 0.0952
12 F 0.0567
13 H 0.0948

2.
Below is an isolated molecule of C5H7F in a non-equilibrium geometry, with properties calculated with ωB97M-V with the def2-TZVPD basis set.

XYZ file:
```
13
C5H7F | the Open Molecules 2025 dataset | ωB97M-V with the def2-TZVPD basis set
C -1.722 0.153 0.197
C -0.167 0.057 0.283
H 2.148 -1.075 -2.212
H -1.988 1.000 0.914
F -0.668 1.069 2.236
H -2.082 0.553 -0.929
H 2.547 0.291 -0.522
H 1.547 0.876 1.592
H -0.173 -1.321 -1.591
H -2.236 -0.935 0.610
C 1.893 -0.436 -1.081
C 0.517 -0.653 -0.877
C 0.386 0.421 1.379
```

Results
SMILES   C=C/C(C)=C/F
Relative energy (zero: lowest compared OMol25 entry of this formula, charge and spin)   407.9 kJ/mol
E_LUMO   0.50 eV
E_tot   -8010.984 eV
Largest force on an atom   6.30 eV Å⁻¹

In elementary charge units, the Löwdin charges are:
1 C -0.0839
2 C -0.3778
3 H 0.1331
4 H 0.0640
5 F -0.1614
6 H 0.1287
7 H 0.0539
8 H 0.1880
9 H 0.1371
10 H 0.1494
11 C -0.0253
12 C -0.1664
13 C -0.0394

3.
Below is an isolated molecule of C5H7F in a non-equilibrium geometry, with properties calculated with ωB97M-V with the def2-TZVPD basis set.

XYZ file:
```
13
C5H7F | the Open Molecules 2025 dataset | ωB97M-V with the def2-TZVPD basis set
C 1.001 1.193 -0.057
H 1.260 1.853 -0.851
H 1.353 1.651 0.868
H 2.341 -2.276 -0.055
C 1.970 -1.247 0.051
F -2.343 -0.535 -0.074
H -0.731 -0.971 0.976
H -0.391 -0.856 -0.771
C -0.981 -0.491 0.054
C -0.504 1.020 0.059
H -1.043 1.596 -0.661
C 1.690 -0.095 -0.081
H -0.755 1.537 1.006
```

Results
SMILES   C#CCCCF
Relative energy (zero: lowest compared OMol25 entry of this formula, charge and spin)   182.4 kJ/mol
E_LUMO   1.03 eV
E_tot   -8013.321 eV
Largest force on an atom   3.08 eV Å⁻¹

In elementary charge units, the Löwdin charges are:
1 C -0.2099
2 H 0.1035
3 H 0.1155
4 H 0.0541
5 C 0.0951
6 F -0.0404
7 H 0.1104
8 H 0.0951
9 C -0.2105
10 C -0.1595
11 H 0.0980
12 C -0.1653
13 H 0.1138

4.
Below is an isolated molecule of C5H7F in a non-equilibrium geometry, with properties calculated with ωB97M-V with the def2-TZVPD basis set.

XYZ file:
```
13
C5H7F | the Open Molecules 2025 dataset | ωB97M-V with the def2-TZVPD basis set
C -1.107 0.464 0.034
H 1.500 -1.628 0.906
H 0.332 1.888 -0.886
C 1.246 -0.005 -0.437
C -0.509 -0.644 1.014
H -0.407 -0.414 2.077
C 0.931 -0.798 0.529
H -1.842 0.048 -0.627
H -1.390 1.396 0.538
H 2.162 -0.025 -1.004
H -0.948 -1.620 0.970
F -0.079 0.501 -2.254
C 0.111 0.837 -0.859
```

Results
SMILES   F[C@@H]1C=CCC1
Relative energy (zero: lowest compared OMol25 entry of this formula, charge and spin)   10.6 kJ/mol
E_LUMO   1.15 eV
E_tot   -8015.101 eV
Largest force on an atom   2.56 eV Å⁻¹

In elementary charge units, the Löwdin charges are:
1 C -0.0729
2 H 0.1033
3 H 0.1285
4 C -0.0737
5 C -0.1434
6 H 0.1025
7 C -0.0979
8 H 0.1033
9 H 0.1090
10 H 0.1127
11 H 0.0915
12 F -0.0724
13 C -0.2907

5.
Below is a structure of composition C5H7F in a non-equilibrium geometry, with properties calculated with ωB97M-V with the def2-TZVPD basis set.

XYZ file:
```
13
C5H7F | the Open Molecules 2025 dataset | ωB97M-V with the def2-TZVPD basis set
C -1.291 0.115 -0.001
H -3.093 -0.968 0.143
C 1.317 0.412 0.364
F 1.543 1.696 -0.204
C -2.747 0.264 -0.072
C -0.145 0.264 -0.052
H -3.280 0.939 0.829
H 1.628 -1.788 0.149
H 3.237 -0.688 0.108
C 2.196 -0.808 -0.182
H 2.193 -0.674 -1.207
H 1.363 0.586 1.503
H -2.921 0.649 -1.378
```

Results
Relative energy (zero: lowest compared OMol25 entry of this formula, charge and spin)   370.4 kJ/mol
E_LUMO   0.76 eV
E_tot   -8011.372 eV
Largest force on an atom   7.23 eV Å⁻¹

In elementary charge units, the Löwdin charges are:
1 C -0.2082
2 H 0.1268
3 C -0.3138
4 F -0.0689
5 C -0.1600
6 C -0.0173
7 H 0.1167
8 H 0.1281
9 H 0.0649
10 C -0.0317
11 H 0.0349
12 H 0.1561
13 H 0.1726

6.
Below is an isolated molecule of C5H7F2N in a non-equilibrium geometry, with properties calculated with ωB97M-V with the def2-TZVPD basis set.

XYZ file:
```
15
C5H7F2N | the Open Molecules 2025 dataset | ωB97M-V with the def2-TZVPD basis set
H 1.735 -0.564 -1.218
C -0.376 0.864 0.824
H -0.294 0.212 1.651
F -1.970 0.808 -1.023
H 1.856 1.289 0.721
F -2.354 -0.390 0.746
N 0.597 -1.433 0.359
C 0.959 1.064 0.045
C -0.385 -0.961 -0.629
C -1.368 0.038 -0.043
H 0.971 -2.335 0.215
H 0.940 1.698 -0.800
H -0.537 -1.694 -1.402
H -0.809 1.785 1.115
C 1.034 -0.382 -0.560
```

Results
Relative energy (zero: lowest compared OMol25 entry of this formula, charge and spin)   319.2 kJ/mol
E_LUMO (spin up / spin down)   0.76 / -4.36 eV
E_tot   -12215.770 eV
Largest force on an atom   6.72 eV Å⁻¹
Multiplicity   3

In elementary charge units, the Löwdin charges are:
1 H 0.0405
2 C -0.0795
3 H 0.1086
4 F 0.0858
5 H 0.1474
6 F 0.1241
7 N 0.2291
8 C -0.0513
9 C -0.1357
10 C -0.4765
11 H -0.0732
12 H 0.1019
13 H 0.0727
14 H 0.1138
15 C -0.2075

7.
Below is a structure of composition C5H7F2NO2 in a non-equilibrium geometry, with properties calculated with ωB97M-V with the def2-TZVPD basis set.

XYZ file:
```
17
C5H7F2NO2 | the Open Molecules 2025 dataset | ωB97M-V with the def2-TZVPD basis set
C 2.062 0.589 -0.017
O -2.645 0.544 -0.652
C -1.274 -1.274 0.151
H -0.833 -1.896 -0.632
F 2.456 -1.325 -1.518
F 1.494 -1.796 1.090
C 1.634 -0.321 -1.145
H -1.773 0.941 -0.483
H -0.501 0.177 1.411
O -3.570 -1.474 -0.497
H -1.449 -1.926 1.013
H 2.996 0.345 0.468
H 1.105 0.067 -2.013
C -2.623 -0.759 -0.360
C 0.949 -0.357 0.165
N -0.355 -0.182 0.473
H 1.844 1.646 -0.071
```

Results
Relative energy (zero: lowest compared OMol25 entry of this formula, charge and spin)   158.5 kJ/mol
E_LUMO   0.14 eV
E_tot   -16316.661 eV
Largest force on an atom   3.59 eV Å⁻¹

In elementary charge units, the Löwdin charges are:
1 C 0.0250
2 O 0.1169
3 C -0.0607
4 H 0.1498
5 F 0.0490
6 F -0.2250
7 C -0.2336
8 H 0.0996
9 H 0.1631
10 O 0.1250
11 H 0.1438
12 H 0.1301
13 H 0.1590
14 C -0.5229
15 C -0.2678
16 N 0.0320
17 H 0.1168

8.
Below is an isolated molecule of C5H7F2NOS in a non-equilibrium geometry, with properties calculated with ωB97M-V with the def2-TZVPD basis set.

XYZ file:
```
17
C5H7F2NOS | the Open Molecules 2025 dataset | ωB97M-V with the def2-TZVPD basis set
C -1.495 -1.208 0.010
C -0.226 1.153 -1.644
H -1.041 2.987 -0.843
O -0.236 -0.767 0.606
F -1.994 -0.690 -1.128
S 2.299 -0.264 0.636
H -2.280 1.611 -1.304
N 0.674 0.322 -1.306
H -1.221 1.531 0.102
H -2.067 -0.809 0.787
C -1.318 1.865 -0.891
H 1.203 -1.374 2.244
H 2.964 -1.511 2.503
F -0.140 1.601 -2.880
C 2.138 -1.602 1.751
H 2.019 -2.675 1.398
C 0.719 -0.171 -0.042
```

Results
Relative energy (zero: lowest compared OMol25 entry of this formula, charge and spin)   357.4 kJ/mol
E_LUMO (spin up / spin down)   -0.10 / -0.35 eV
E_tot   -25101.683 eV
Largest force on an atom   2.93 eV Å⁻¹

In elementary charge units, the Löwdin charges are:
1 C -0.1464
2 C -0.3767
3 H 0.1352
4 O -0.0762
5 F -0.0395
6 S 0.9658
7 H 0.0900
8 N 0.1512
9 H 0.0542
10 H 0.0596
11 C 0.0229
12 H 0.0207
13 H 0.0558
14 F 0.1198
15 C -0.4250
16 H 0.0817
17 C -0.6934

Q: Look up the relative energy (zero: lowest compared OMol25 entry of this formula, charge and spin) of the sixth one.
A: 319.2 kJ/mol

Q: Which of these has the lowest largest force on an atom?
A: number 4

Q: Which of these has the highest relative energy (zero: lowest compared OMol25 entry of this formula, charge and spin)?
A: number 2